1.
Molecular formula: C28H45IN2O6
Method: DFT, wB97M-V/def2-TZVPD

* HOMO level: -9.11 eV
* structure (SMILES): O=C1NC(=O)c2c(CCCI)cc(-c3ccccn3)cc21.CC(C)O.CC(C)O.CC(C)O.CC(C)O
* E_tot: -53129.19778 eV
* energy above the lowest of the compared OMol25 structures with the same formula, charge and spin: 57.7 kcal/mol
* lowest unoccupied orbital energy: -0.70 eV

Each line ends with the Löwdin charge.
Geometry (Å):
O  0.3708  -7.7715  -2.1007  0.157
C  -0.2783  -6.8333  -2.4248  -0.363
N  -1.7492  -6.7260  -2.4032  0.098
C  -2.2118  -5.8416  -3.4883  -0.348
O  -3.2195  -5.9441  -4.1149  0.145
C  -1.0508  -4.8041  -3.5812  -0.019
C  -0.9929  -3.4644  -4.1334  -0.133
C  -2.2733  -2.8081  -4.7722  -0.126
C  -2.9397  -1.9469  -3.5972  -0.294
C  -2.4976  -0.4230  -3.6790  -0.576
I  -2.0082  0.1988  -1.6280  0.767
C  0.2524  -2.7077  -4.1009  0.056
C  1.4205  -3.3418  -3.4562  -0.100
C  2.6941  -2.4609  -3.4238  -0.237
C  3.3778  -2.3031  -2.1526  -0.023
C  4.5713  -1.4892  -1.9307  -0.028
C  5.0320  -0.8216  -3.1702  -0.048
C  4.2325  -1.0555  -4.3580  -0.155
N  3.1364  -1.8233  -4.5376  0.090
C  1.3781  -4.6795  -2.8616  0.050
C  0.1315  -5.4158  -2.9413  -0.044
H  -1.8732  -6.0804  -1.6036  0.148
H  -2.9716  -3.5578  -5.2109  0.109
H  -1.8838  -2.1435  -5.5918  0.114
H  -4.0489  -2.0758  -3.5649  0.111
H  -2.5375  -2.3385  -2.6237  0.049
H  -3.3573  0.1768  -4.0650  0.054
H  -1.5525  -0.2823  -4.2484  0.031
H  0.3069  -1.6902  -4.5489  0.119
H  2.9495  -2.8407  -1.2694  0.109
H  5.0700  -1.3687  -0.9491  0.102
H  5.9421  -0.1735  -3.1702  0.099
H  4.5878  -0.5176  -5.2768  0.107
H  2.2531  -5.1355  -2.3540  0.125
C  -7.2876  -6.6244  -1.8317  -0.068
C  -7.2103  -7.5520  -3.0349  -0.502
C  -6.5772  -8.8849  -2.6654  -0.065
O  -6.4461  -6.9320  -4.0653  -0.059
H  -6.2876  -6.4068  -1.4440  0.078
H  -7.7341  -5.6682  -2.1131  0.077
H  -7.8838  -7.0657  -1.0296  0.077
H  -8.2133  -7.7199  -3.4341  0.136
H  -5.5537  -8.7426  -2.3057  0.081
H  -6.5185  -9.5364  -3.5397  0.079
H  -7.1522  -9.3939  -1.8882  0.077
H  -5.5550  -6.7782  -3.7234  0.059
C  2.0783  1.8407  1.4232  -0.066
C  2.2367  2.1293  -0.0614  -0.499
C  1.5951  3.4560  -0.4381  -0.063
O  1.6364  1.0797  -0.8186  -0.094
H  1.0213  1.7725  1.6970  0.081
H  2.5335  0.8810  1.6779  0.081
H  2.5440  2.6191  2.0295  0.069
H  3.2981  2.1478  -0.3209  0.136
H  0.5212  3.4418  -0.2283  0.080
H  1.7069  3.6458  -1.5080  0.078
H  2.0469  4.2841  0.1129  0.078
H  0.6963  1.0543  -0.5970  -0.006
C  2.0631  3.5195  6.7999  -0.062
C  2.2191  3.8066  5.3148  -0.492
C  1.5805  5.1343  4.9397  -0.060
O  1.6143  2.7554  4.5605  -0.068
H  1.0057  3.4544  7.0745  0.080
H  2.5166  2.5590  7.0543  0.079
H  2.5327  4.2987  7.4042  0.081
H  3.2794  3.8223  5.0530  0.140
H  0.5061  5.1240  5.1517  0.084
H  1.6899  5.3237  3.8691  0.079
H  2.0367  5.9607  5.4891  0.053
H  0.6760  2.7316  4.7839  0.088
C  2.3569  10.2047  7.3141  -0.065
C  2.8350  9.2565  6.2256  -0.494
C  2.3339  9.6891  4.8564  -0.064
O  2.3716  7.9358  6.5067  -0.077
H  1.2639  10.2201  7.3641  0.081
H  2.7147  9.8768  8.2923  0.080
H  2.7116  11.2221  7.1356  0.080
H  3.9265  9.2211  6.2228  0.139
H  1.2401  9.6870  4.8241  0.082
H  2.6753  8.9942  4.0861  0.079
H  2.6878  10.6911  4.6046  0.080
H  1.4065  7.9541  6.5120  0.088



2.
Molecular formula: C28H46BrMoNOP2
Method: DFT, wB97M-V/def2-TZVPD

* HOMO level (spin up / spin down): -18.29 / -18.30 eV
* expectation value of S²: 2.4495
* E_tot: -123748.05012 eV
* total charge: +4
* lowest unoccupied orbital energy (spin up / spin down): -14.05 / -16.23 eV
* spin multiplicity: 3

Each line ends with the Mulliken spin population.
Geometry (Å):
N  -4.3545  3.3095  -7.3660  -0.006
C  -4.4063  2.0406  -6.9380  0.002
C  -3.7594  1.5967  -5.7772  -0.006
C  -3.0350  2.5125  -4.9610  0.002
C  -2.9827  3.8431  -5.4369  -0.008
C  -3.6325  4.1748  -6.6460  0.003
C  -2.3295  2.0946  -3.7324  0.031
Mo  -0.8141  2.5934  -0.2112  1.067
P  -0.6782  2.2543  2.1273  -0.015
C  -2.2305  2.6853  -2.4884  0.090
C  -2.3971  1.7359  -1.3739  -0.081
C  -3.2043  1.9827  -0.2222  -0.026
C  -3.7780  0.8968  0.4964  -0.024
C  -3.2822  -0.4111  0.2789  0.029
C  -2.2118  -0.5793  -0.6278  -0.077
C  -1.7325  0.4616  -1.4170  0.030
Br  -3.8001  -1.8581  1.2846  0.011
H  -2.0207  1.0240  -3.8252  0.001
H  -2.4031  3.7724  -2.3041  0.026
H  -3.8740  0.5368  -5.5036  0.000
H  -2.4285  4.5936  -4.8853  -0.001
H  -5.0164  1.3659  -7.5542  0.000
H  -3.5967  5.2061  -6.9987  0.000
H  -3.5502  3.0212  -0.0924  0.014
H  -1.1022  0.2228  -2.2813  -0.002
H  -4.5129  1.0385  1.2888  0.007
H  -1.7589  -1.5643  -0.7714  -0.005
P  1.2632  1.7897  -0.8036  -0.108
C  -2.1187  1.6404  3.1514  0.004
C  -2.2861  1.9824  4.6532  -0.001
H  -2.1446  0.5477  3.0137  0.001
H  -2.9953  2.0334  2.6164  -0.002
H  -3.2209  1.4944  4.9927  0.001
H  -1.4604  1.6031  5.2763  0.000
H  -2.4128  3.0606  4.8428  0.000
C  -0.4201  3.9414  2.8739  0.023
C  0.2144  4.1763  4.2622  0.000
H  -1.4242  4.4003  2.8681  -0.016
H  0.1808  4.5009  2.1408  -0.013
H  0.2803  5.2706  4.3933  0.003
H  -0.3998  3.7766  5.0807  -0.001
H  1.2375  3.7818  4.3676  0.000
C  0.7384  1.2742  2.8615  -0.004
C  0.8291  0.8586  4.3371  -0.001
H  1.6212  1.8884  2.6308  -0.004
H  0.8150  0.3820  2.2211  0.006
H  1.7905  0.3333  4.4757  0.000
H  0.8299  1.7082  5.0297  0.000
H  0.0563  0.1595  4.6847  0.000
C  2.7550  1.0242  -0.0972  0.012
C  4.1014  1.3676  -0.7520  -0.003
H  2.5596  -0.0591  -0.1612  0.003
H  2.7655  1.3111  0.9665  0.000
H  4.2532  0.8853  -1.7269  0.000
H  4.2828  2.4447  -0.8719  0.001
H  4.8904  0.9866  -0.0884  0.000
C  1.4206  3.6299  -0.4138  0.167
C  1.4593  4.5926  -1.6064  -0.001
H  2.3756  3.6413  0.1571  0.002
H  0.5786  3.9330  0.2989  -0.123
H  2.3182  4.3751  -2.2630  0.001
H  0.5403  4.5510  -2.2306  0.003
H  1.5211  5.6238  -1.2103  0.000
C  1.5476  1.4742  -2.5513  0.003
C  1.6866  0.0107  -2.9934  0.005
H  2.4769  2.0320  -2.7150  -0.004
H  0.7455  1.9591  -3.1208  0.004
H  1.3051  -0.0868  -4.0219  0.000
H  2.7447  -0.2876  -3.0253  0.000
H  1.1425  -0.7276  -2.3771  -0.004
C  2.0968  -3.1235  0.1565  0.136
C  0.6313  -3.1710  -0.2224  -0.032
C  -0.2123  -4.0683  0.6569  0.133
O  0.1863  -2.5225  -1.1651  0.745
H  2.4561  -4.1094  0.4762  0.003
H  2.2155  -2.4177  0.9952  0.001
H  2.6771  -2.7770  -0.7043  -0.001
H  -0.0925  -3.7624  1.7052  0.003
H  -1.2652  -3.9965  0.3726  -0.002
H  0.1396  -5.1092  0.5747  0.001



3.
Molecular formula: C28H46BrN3P2SV
Method: DFT, wB97M-V/def2-TZVPD

* HOMO level (spin up / spin down): -12.57 / -12.64 eV
* expectation value of S²: 3.8538
* E_tot: -159378.84747 eV
* total charge: +2
* energy above the lowest of the compared OMol25 structures with the same formula, charge and spin: 81.4 kcal/mol
* lowest unoccupied orbital energy (spin up / spin down): -5.53 / -9.01 eV
* spin multiplicity: 4

Each line ends with the Mulliken spin population.
Geometry (Å):
C  -0.5885  7.1092  -4.0514  0.002
C  -0.7707  5.7487  -4.3639  -0.001
C  -1.0776  5.4054  -5.6949  0.002
C  -1.1948  6.4304  -6.6405  -0.001
N  -1.0244  7.7117  -6.3288  0.001
C  -0.7282  8.0545  -5.0768  -0.001
C  -0.6696  4.7184  -3.3511  0.008
C  -0.6621  3.8122  -2.5329  -0.004
C  -0.7087  2.8456  -1.5077  0.021
C  0.2345  2.9358  -0.4797  -0.019
C  0.0986  2.1197  0.6465  0.031
C  -1.0005  1.2354  0.6659  -0.357
C  -1.8862  1.0520  -0.3877  0.060
C  -1.7412  1.8859  -1.4928  -0.015
V  -0.1100  -0.2489  1.7212  2.359
P  2.0071  -1.0251  1.0261  -0.127
H  -1.2313  4.3723  -5.9905  0.000
H  -0.3529  7.4368  -3.0426  0.000
H  -1.4353  6.1976  -7.6799  0.000
H  -0.5966  9.1190  -4.8725  0.000
H  -2.4403  1.8375  -2.3305  -0.001
H  1.0444  3.6703  -0.5465  -0.001
H  -2.7121  0.3420  -0.3442  -0.009
H  0.7779  2.2911  1.4878  -0.013
C  2.3350  -2.6195  1.8607  -0.002
C  3.2520  -3.5813  1.1154  0.001
H  1.3593  -3.0886  2.0644  0.009
H  2.7570  -2.3683  2.8464  0.006
H  3.3862  -4.4916  1.7087  0.000
H  2.8411  -3.8930  0.1519  0.001
H  4.2484  -3.1645  0.9471  0.000
C  1.9007  -1.2104  -0.7811  0.029
C  2.8712  -0.4006  -1.6332  0.008
H  0.8633  -0.9504  -1.0526  -0.013
H  2.0137  -2.2823  -0.9891  0.001
H  2.6589  -0.5792  -2.6942  0.000
H  2.7895  0.6806  -1.4733  -0.001
H  3.9136  -0.6954  -1.4712  0.000
C  3.4462  0.0420  1.4264  0.012
C  4.8340  -0.5796  1.3188  -0.003
H  3.2808  0.4090  2.4514  0.003
H  3.3620  0.9255  0.7786  0.001
H  5.5912  0.1925  1.4979  0.000
H  5.0085  -1.3612  2.0638  0.000
H  5.0471  -0.9959  0.3298  0.000
Br  -2.4229  -0.5391  2.4874  -0.022
P  -2.4405  -3.1637  -1.8918  0.647
C  -0.6232  -3.3448  -1.7652  0.040
C  -0.1859  -4.7602  -2.1473  0.016
H  -0.3617  -3.0957  -0.7270  0.068
H  -0.1656  -2.5922  -2.4238  -0.002
H  0.8798  -4.7671  -2.4064  0.002
H  -0.3416  -5.4557  -1.3122  -0.002
H  -0.7444  -5.1380  -3.0156  -0.001
C  -3.0204  -3.0628  -0.1510  0.057
C  -4.4401  -3.6259  -0.1289  0.016
H  -2.9363  -2.0484  0.2696  0.041
H  -2.3430  -3.7030  0.4301  0.000
H  -4.7933  -3.7540  0.8973  0.001
H  -5.1482  -2.9789  -0.6591  0.000
H  -4.4437  -4.6067  -0.6172  -0.003
C  -2.6560  -1.4964  -2.6371  0.065
C  -2.9505  -1.5599  -4.1467  0.024
H  -1.7313  -0.9376  -2.4369  0.039
H  -3.4781  -1.0008  -2.0987  -0.007
H  -3.3323  -0.5871  -4.4873  0.000
H  -2.0405  -1.7893  -4.7173  -0.002
H  -3.7079  -2.3225  -4.3796  -0.003
C  1.2701  -0.9123  7.1228  -0.001
N  1.4283  0.0639  6.0346  0.008
C  0.4526  0.4132  5.1716  0.014
S  0.9605  0.6913  3.5083  0.018
N  -0.8086  0.5997  5.5568  -0.004
C  -1.2742  0.7358  6.9329  0.001
H  0.2919  -1.4024  7.0796  0.000
H  1.3944  -0.4042  8.0858  0.000
H  2.0534  -1.6682  7.0195  -0.001
H  2.3545  0.0950  5.6099  0.001
H  -1.4731  0.7374  4.7907  0.000
H  -2.0933  1.4566  6.9485  0.000
H  -1.6582  -0.2146  7.3242  0.000
H  -0.4621  1.0934  7.5799  0.000



Question: Which formula does entry 3 have?
Answer: C28H46BrN3P2SV



Question: Number 3 is which compound?
Answer: C28H46BrN3P2SV



Question: Which of these has the lowest E_tot?
Answer: C28H46BrN3P2SV



Question: The highest E_tot belongs to which entry?
Answer: C28H45IN2O6